[1]
2 unconnected molecules or ions with the total composition C7H17ClNO4P2S2, computed with ωB97M-V/def2-TZVPD.

Structure (XYZ):
```
34
C7H17ClNO4P2S2 (ωB97M-V/def2-TZVPD)
O 1.8079 1.0259 -0.8081
P 1.7872 1.8002 -2.2199
Cl 2.5701 0.3905 -3.4796
C 0.0030 1.4247 -2.6671
C -0.5557 1.9549 -3.9401
N -1.8399 1.9614 -3.8787
C -2.3592 1.4850 -2.5825
P -2.8954 -0.3015 -2.5700
S -4.7987 -0.5357 -2.6927
C -1.1286 1.8053 -1.6992
H 1.6210 0.0852 -0.9013
H -0.0291 0.3367 -2.8537
H -0.0163 2.3077 -4.8095
H -2.4413 2.2708 -4.6339
H -3.2261 2.0747 -2.3017
H -2.1428 -0.9220 -3.5808
H -2.3216 -0.7409 -1.3693
H -1.1045 1.3044 -0.7403
H -1.1308 2.8871 -1.5743
O 0.4655 -0.4898 4.9723
S 0.8998 -1.6951 4.3404
O 2.2046 -2.2074 4.6026
O 0.7174 -1.5134 2.7617
C 1.3285 -0.3493 2.1702
C 2.8357 -0.4774 2.0452
C -0.2871 -2.9692 4.5667
H 1.0444 0.5390 2.7368
H 0.8690 -0.2712 1.1864
H 3.3042 -0.5090 3.0259
H 3.2446 0.3738 1.5012
H 3.1034 -1.3961 1.5220
H -1.2744 -2.5794 4.3375
H -0.2253 -3.2648 5.6113
H -0.0293 -3.8051 3.9227
```

The value obtained for the total energy is -69978.5298 eV. Its HOMO-LUMO gap is 0.274 Eh. The value obtained for the LUMO energy is -5.19 eV. As for the charge: +1.


[2]
A single C8H11N3S molecule, computed with ωB97M-V/def2-TZVPD.

Structure (XYZ):
```
23
C8H11N3S (ωB97M-V/def2-TZVPD)
C 0.5650 -0.7393 1.6446
C 0.1282 -1.2844 0.3042
C 1.1429 -0.9365 -0.7642
N 1.2757 0.4473 -0.8103
N 2.2644 1.3088 -0.7466
C 1.7786 2.5311 -0.7814
C 0.3892 2.5743 -0.7539
C 0.0755 1.1804 -0.8729
C -1.2421 0.4153 -0.7634
S -2.6008 1.0093 -1.4784
N -1.1631 -0.7280 -0.0732
C -2.3104 -1.3232 0.5666
H 0.6170 0.3332 1.4354
H 1.6319 -0.8853 1.8583
H 0.0472 -1.1082 2.4653
H 0.2542 -2.4341 0.2219
H 2.0895 -1.5578 -0.5772
H 0.6382 -1.3532 -1.7386
H 2.5294 3.3614 -0.5147
H -0.2895 3.5209 -0.8272
H -2.4971 -2.3116 0.0261
H -2.1594 -1.3907 1.6545
H -3.1645 -0.6297 0.5250
```

The energy relative to the best compared isomer or geometry (same formula, charge and spin) is 44.6 kcal/mol. The value obtained for the total energy is -23777.9275 eV. Its HOMO-LUMO gap is 0.314 Eh. As for the SMILES: C[C@@H]1Cn2nccc2C(=S)N1C. The value obtained for the LUMO energy is 0.26 eV.


[3]
A molecular structure, C26H67N2O9Y, computed with ωB97M-V/def2-TZVPD.

Structure (XYZ):
```
105
C26H67N2O9Y (ωB97M-V/def2-TZVPD)
Y 5.0924 -2.5382 -1.1713
C 0.8897 -0.3117 -1.0935
C 2.2809 -0.4567 -1.8000
O 2.8094 -1.7863 -1.6513
H 0.5315 0.7177 -1.1048
H 0.9916 -0.5124 -0.0270
H 0.1388 -0.9606 -1.5443
H 2.9939 0.2711 -1.4128
H 1.9896 -0.2011 -2.8188
O 4.9338 -2.3276 -3.5444
H 4.8966 -1.4575 -3.9416
H 5.0775 -2.9217 -4.2811
O 1.3119 -3.7497 0.0139
H 1.3520 -2.9740 -0.5456
H 0.6460 -4.3044 -0.3924
O 2.3153 -3.9439 -3.3284
H 2.2612 -3.1837 -2.7494
H 1.4401 -4.0186 -3.7089
O 4.7343 -0.8972 0.6351
H 5.4741 -0.2962 0.5475
H 4.4253 -0.7683 1.5318
C -6.7335 -0.8036 1.5694
C -5.7212 -1.2452 0.4655
C -5.3218 0.0168 -0.3510
C -3.9498 -0.0644 -1.0784
C -2.8413 -0.5995 -0.1091
C -3.2498 -1.8999 0.6032
N -4.5997 -1.8101 1.2246
O -4.8820 -2.8825 2.1251
C -3.0516 -2.9946 -0.3452
C -2.1444 -1.9956 1.7041
C -6.3297 -2.2124 -0.5503
H -6.2995 -0.1827 2.3532
H -7.2820 -1.5591 2.1320
H -7.4658 -0.1346 1.1174
H -6.0690 0.2785 -1.1002
H -5.2012 0.8526 0.3381
H -3.6390 0.9000 -1.4801
H -3.9612 -0.6393 -2.0044
H -2.5541 0.1719 0.6055
H -2.0496 -0.8224 -0.8244
H -1.9907 -2.9748 -0.5944
H -3.2918 -3.9911 0.0255
H -3.5524 -2.9688 -1.3130
H -2.3385 -1.2194 2.4443
H -2.2965 -2.8946 2.3015
H -1.1553 -1.9187 1.2527
H -5.5071 -2.5966 -1.1534
H -7.0545 -1.8037 -1.2543
H -6.7401 -3.1220 -0.1117
H -5.0212 -3.6810 1.6107
C 3.4540 2.8858 2.1778
C 3.0198 3.7580 0.9433
C 1.7930 3.0344 0.2368
C 0.3788 3.2859 0.9880
C 0.1700 4.8000 0.9753
C 1.2938 5.5363 1.7563
N 2.6385 5.1134 1.3426
O 3.6635 5.8368 1.8792
C 1.1283 7.0229 1.4926
C 0.9888 5.3468 3.2838
C 4.1599 3.7680 -0.0657
H 3.6715 1.8616 1.8748
H 2.6211 2.8938 2.8808
H 4.3277 3.3677 2.6166
H 1.5702 3.2490 -0.8083
H 1.9992 1.9663 0.3061
H 0.3891 3.0330 2.0482
H -0.4137 2.7126 0.5071
H -0.7843 5.0312 1.4485
H -0.0070 5.2088 -0.0195
H 1.6793 7.6418 2.2007
H 1.6783 7.2647 0.5831
H 0.1044 7.3658 1.3436
H 0.0158 5.7594 3.5506
H 1.0156 4.3356 3.6898
H 1.7867 5.8837 3.7969
H 4.4779 2.8389 -0.5388
H 5.0390 4.2626 0.3475
H 3.7840 4.2354 -0.9758
H 3.9706 6.4678 1.2241
C 0.9800 -2.0996 4.0609
C 1.8456 -1.6892 2.8736
C 1.8529 -0.1649 2.7256
O 3.1314 -2.0683 3.2028
H 0.0383 -1.5529 4.1091
H 1.5120 -2.0251 5.0093
H 0.7206 -3.1494 3.9239
H 1.5058 -2.1047 1.9249
H 0.8498 0.2557 2.7965
H 2.1121 0.0738 1.6941
H 2.3705 0.4357 3.4737
H 3.2922 -1.7429 4.0916
C -0.5226 -2.2628 -3.9786
C -0.7290 -3.5107 -4.8281
C 0.3195 -3.4790 -5.9847
O -0.4737 -4.6387 -4.0793
H -1.0472 -2.2725 -3.0232
H -0.7330 -1.3809 -4.5837
H 0.4957 -2.1941 -3.5958
H -1.7034 -3.5173 -5.3164
H 1.3123 -3.1153 -5.7198
H -0.0402 -2.7341 -6.6944
H 0.3474 -4.4279 -6.5204
H -1.3425 -4.9851 -3.8629
```

Its multiplicity is 2. The energy relative to the best compared isomer or geometry (same formula, charge and spin) is 0.0 kcal/mol. The value obtained for the total energy is -50467.2593 eV. Its HOMO-LUMO gap is 0.044 Eh. The value obtained for the LUMO energy is -11.79 eV. As for the charge: +3.


[4]
A molecular structure, C13H16Cl2FeN2, computed with ωB97M-V/def2-TZVPD.

Structure (XYZ):
```
34
C13H16Cl2FeN2 (ωB97M-V/def2-TZVPD)
Fe 0.7985 0.2478 -0.3038
Cl -0.2256 -1.6481 -0.0972
Cl 1.3447 1.9018 1.0039
C 2.2639 -0.0013 -1.1416
H 2.9727 0.8302 -1.1142
H 2.5392 -1.0279 -1.3900
C -0.1646 1.1423 -1.6302
C 0.9306 0.4895 -2.2046
H 0.0112 2.1478 -1.1976
C 0.6554 -0.6670 -3.2321
H 1.4797 1.2438 -2.8009
C -0.5445 -0.3227 -4.1101
H 1.5580 -0.8403 -3.8322
H 0.4559 -1.5815 -2.6598
C -1.7936 -0.0446 -3.2749
H -0.3050 0.5640 -4.7106
H -0.7417 -1.1434 -4.8077
C -1.5878 0.9519 -2.1090
H -2.5828 0.3473 -3.9264
H -2.1651 -0.9887 -2.8576
H -1.9688 1.9398 -2.4080
H -2.2029 0.6367 -1.2533
N 2.5778 -0.3787 6.5479
C 1.7425 -0.3776 5.7220
C 0.7097 -0.3703 4.7170
C -0.6474 -0.4001 5.0791
C -1.6206 -0.3695 4.0870
C -1.1924 -0.3079 2.7460
N 0.0896 -0.2603 2.4321
C 1.0416 -0.3064 3.3517
H -0.9143 -0.4439 6.1365
H -2.6848 -0.3932 4.3042
H -1.9056 -0.3165 1.9211
H 2.0766 -0.2526 3.0133
```

Its multiplicity is 6. The energy relative to the best compared isomer or geometry (same formula, charge and spin) is 10.4 kcal/mol. The value obtained for the total energy is -76151.3767 eV. Its HOMO-LUMO gap (spin up / spin down) is 0.183 / 0.282 Eh. The value obtained for the LUMO energy (spin up / spin down) is 2.81 / 2.81 eV. As for the charge: -1.


[5]
A molecular structure, C28H42BrN3P2Sr, computed with ωB97M-V/def2-TZVPD.

Structure (XYZ):
```
77
C28H42BrN3P2Sr (ωB97M-V/def2-TZVPD)
C 1.9623 4.0503 -0.2872
C 0.9355 3.6166 -1.1669
C 1.2948 3.3535 -2.4985
C 2.5584 3.7448 -2.9617
N 3.4595 4.2784 -2.1475
C 3.2018 4.4089 -0.8482
C -0.4565 3.4544 -0.8365
C -1.4767 3.0262 -0.3039
C -2.6623 2.8087 0.5145
C -2.9686 1.5566 1.1555
C -4.0595 1.4507 2.0542
C -4.9231 2.5370 2.2307
C -4.7226 3.7391 1.5260
C -3.5630 3.8913 0.7438
Sr -1.0028 1.4690 3.2929
P 2.2854 -0.3369 0.2040
H 0.5669 2.9163 -3.1808
H 1.7894 4.1549 0.7883
H 2.7993 3.6543 -4.0224
H 3.9877 4.8531 -0.2317
H -3.3325 4.8582 0.2740
H -2.4587 0.6378 0.7787
H -5.4658 4.5306 1.5665
H -4.2784 0.4883 2.5049
C 2.9761 -2.0457 0.4478
C 4.1030 -2.5758 -0.4326
H 2.0925 -2.7016 0.3513
H 3.2897 -2.0861 1.5034
H 4.2964 -3.6166 -0.1492
H 3.8695 -2.5815 -1.5018
H 5.0469 -2.0397 -0.2858
C 2.6263 -0.0946 -1.6144
C 3.9966 0.3382 -2.1138
H 1.8697 0.6457 -1.9198
H 2.3483 -1.0480 -2.0884
H 3.9488 0.4038 -3.2077
H 4.2961 1.3315 -1.7562
H 4.7902 -0.3825 -1.8840
C 3.5848 0.7313 0.9741
C 5.0379 0.2722 1.0282
H 3.2131 0.9042 1.9986
H 3.5188 1.7009 0.4572
H 5.6179 1.0234 1.5743
H 5.1750 -0.6771 1.5528
H 5.5038 0.1918 0.0411
Br -6.4288 2.2580 3.3406
P -1.2730 -1.3584 -0.8221
C -0.3574 -2.3707 -2.0699
C -1.0237 -3.6212 -2.6212
H 0.5790 -2.6348 -1.5380
H -0.0657 -1.6930 -2.8906
H -0.3048 -4.1395 -3.2633
H -1.3183 -4.3181 -1.8322
H -1.8954 -3.3853 -3.2397
C -2.3956 -2.5442 0.0505
C -3.7683 -2.8876 -0.5184
H -2.5235 -2.1033 1.0534
H -1.8330 -3.4764 0.2103
H -4.3121 -3.5300 0.1844
H -4.4045 -2.0154 -0.6838
H -3.7163 -3.4464 -1.4580
C -2.4257 -0.2667 -1.7792
C -2.9106 -0.7149 -3.1526
H -1.8688 0.6817 -1.8713
H -3.2938 -0.0322 -1.1426
H -3.5060 0.0857 -3.6080
H -2.0933 -0.9290 -3.8450
H -3.5641 -1.5917 -3.1060
N -1.5939 -1.5943 5.4779
C -0.8321 -2.6989 5.2025
C -0.3691 -2.5121 3.9254
N -0.7817 -1.2522 3.4664
C -1.5810 -0.7955 4.4102
H -2.1369 -1.3771 6.3143
H -0.7262 -3.5035 5.9358
H 0.2658 -3.1804 3.3732
H -2.2129 0.1115 4.3733
```

The energy relative to the best compared isomer or geometry (same formula, charge and spin) is 21.0 kcal/mol. The value obtained for the total energy is -123626.4186 eV. Its HOMO-LUMO gap is 0.164 Eh. The value obtained for the LUMO energy is -7.58 eV. As for the charge: +2.


[6]
A molecular structure, C3H9NO3, computed with ωB97M-V/def2-TZVPD.

Structure (XYZ):
```
16
C3H9NO3 (ωB97M-V/def2-TZVPD)
C -1.1448 -1.8662 -1.2290
O -1.5804 -0.0572 -1.1017
O -0.1739 -1.6677 -2.0219
H -0.9125 -0.1321 -1.9334
H -1.0184 0.2597 -0.3644
H -2.1109 -2.2044 -1.6253
H -0.9895 -2.0659 -0.1594
C -0.0958 1.6835 1.8298
C 2.0851 -0.1411 -0.1476
O 0.2706 0.7313 0.8356
N 1.6757 0.6808 0.7182
H 0.2654 2.6798 1.5669
H -1.1845 1.6784 1.8527
H 0.3041 1.3928 2.8029
H 1.4508 -0.7594 -0.7819
H 3.1592 -0.2124 -0.2415
```

The energy relative to the best compared isomer or geometry (same formula, charge and spin) is 116.3 kcal/mol. The value obtained for the total energy is -10885.5401 eV. Its HOMO-LUMO gap is 0.384 Eh. The value obtained for the LUMO energy is 0.91 eV.


[7]
2 unconnected molecules or ions with the total composition C12H15F2N3O4P, computed with ωB97M-V/def2-TZVPD.

Structure (XYZ):
```
37
C12H15F2N3O4P (ωB97M-V/def2-TZVPD)
C 1.8842 -1.3842 1.5185
P 1.0014 -0.9437 -0.0917
C 1.0546 0.9799 -0.1419
N -0.7868 -1.2817 0.0378
N -1.2369 -1.4796 1.2764
C -2.6317 -1.7045 1.4273
C -3.6903 -1.7423 0.2332
C -5.2627 -1.9589 0.4396
C -5.9751 -0.5291 0.0720
F -6.8022 -0.6323 -1.1062
C -3.0398 -1.5337 -1.2018
C -1.4727 -1.2908 -1.2260
O -0.8831 -1.0651 -2.5113
C -0.2653 -2.2520 -3.0090
N 0.5007 -3.1141 -3.3931
H 2.0708 -2.5088 1.6318
H 1.3131 -0.9197 2.3952
H 2.9262 -0.8693 1.4941
H 1.7672 1.3662 -0.9434
H 1.3086 1.3867 0.9155
H -0.0011 1.3636 -0.3903
H -3.0838 -1.8843 2.4748
H -5.4404 -2.1188 1.5690
H -5.6986 -2.8090 -0.2057
H -5.1375 0.2300 -0.1949
H -6.5135 -0.0898 0.9861
H -3.6749 -1.5621 -2.1558
C 4.0710 3.3121 -0.4728
C 5.5428 3.3477 -0.2137
O 5.6985 2.4733 0.8864
C 4.6920 1.5661 0.7734
O 4.6565 0.5218 1.3620
O 3.7286 1.9844 -0.0978
F 5.9394 4.5847 0.1605
H 3.5153 4.0198 0.1491
H 3.8277 3.4998 -1.5200
H 6.1557 2.9989 -1.0500
```

The energy relative to the best compared isomer or geometry (same formula, charge and spin) is 77.7 kcal/mol. The value obtained for the total energy is -40057.1041 eV. Its HOMO-LUMO gap is 0.262 Eh. The value obtained for the LUMO energy is -5.26 eV. As for the charge: +1.


[8]
A single C5H5NO molecule, computed with ωB97M-V/def2-TZVPD.

Structure (XYZ):
```
12
C5H5NO (ωB97M-V/def2-TZVPD)
C -1.0821 0.9887 -2.3935
C -0.8180 0.6296 -1.2470
C -0.4718 0.1104 0.0107
C 0.8598 0.4627 0.7687
N 0.9422 -0.9147 1.1661
C -0.1650 -1.4308 0.3717
O -0.9234 -2.4910 0.3243
H -1.0836 1.6722 -3.2780
H -1.4338 0.2161 0.6416
H 1.6820 0.7256 0.0561
H 0.7220 1.0589 1.5561
H 1.7717 -1.0277 2.0232
```

The energy relative to the best compared isomer or geometry (same formula, charge and spin) is 104.8 kcal/mol. The value obtained for the total energy is -8798.8738 eV. Its HOMO-LUMO gap is 0.375 Eh. As for the SMILES: C#C[C@@H]1CNC1=O. The value obtained for the LUMO energy is 0.50 eV.


- Which formula does entry 5 have?
  C28H42BrN3P2Sr


- Which formula does entry 1 have?
  C7H17ClNO4P2S2